# C27H27CrN9O3S5

C27H27CrN9O3S5 as an isolated structure (ωB97M-V/def2-TZVPD, the Open Molecules 2025 dataset).

Net charge: +1
HOMO energy (spin up / spin down) (eV): -9.947 / -9.947
⟨S²⟩: 0.768
E_LUMO (spin up / spin down) (eV): -3.7 / -3.1
Gap between HOMO and LUMO (spin up / spin down) (eV): 6.212 / 6.873
Multiplicity: 2

XYZ file:
```
72
Properties=species:S:1:pos:R:3:lowdin_spin:R:1
Cr 0.29 -0.30 -0.32 1.026
N -0.30 -0.10 3.21 0.000
N -1.67 -0.10 2.99 0.001
C -2.24 -0.81 2.01 0.003
N -3.57 -0.89 2.03 0.002
S -1.42 -1.64 0.76 -0.002
H -0.12 -0.30 4.19 0.000
H 0.08 0.80 2.93 0.000
H -2.27 0.48 3.56 0.000
H -4.12 -0.62 2.84 0.000
H -4.04 -1.36 1.27 0.000
N 5.51 2.23 4.39 0.000
C 4.53 2.21 3.44 0.000
C 3.67 1.10 3.32 0.000
C 2.71 1.07 2.34 0.000
C 2.57 2.14 1.47 0.000
C 3.40 3.25 1.58 0.000
C 4.37 3.28 2.56 0.000
S 1.39 2.14 0.19 0.002
O 1.37 3.40 -0.47 0.000
O 1.73 0.98 -0.74 0.006
N 0.01 1.63 0.82 -0.005
C -1.06 1.92 -0.04 0.005
N -1.85 2.96 0.11 -0.001
C -2.82 3.08 -0.80 0.007
C -3.01 2.17 -1.84 0.000
C -2.15 1.09 -1.90 0.003
N -1.18 0.98 -0.99 -0.005
H 5.50 1.54 5.12 0.000
H 6.01 3.08 4.57 0.000
H 3.79 0.26 4.00 0.000
H 2.07 0.20 2.25 0.000
H 3.28 4.08 0.90 0.000
H 5.02 4.15 2.64 0.000
H -3.47 3.94 -0.70 0.000
H -3.80 2.31 -2.56 0.000
H -2.23 0.31 -2.64 0.000
C 4.00 -1.18 0.06 0.001
C 2.84 -1.85 0.73 -0.001
O 1.69 -1.42 0.58 0.016
C 3.05 -3.01 1.61 0.000
C 1.93 -3.62 2.19 0.000
C 2.09 -4.74 2.99 0.000
C 3.37 -5.24 3.22 -0.001
C 4.48 -4.64 2.65 0.000
C 4.32 -3.52 1.85 -0.001
H 3.64 -0.42 -0.63 0.000
H 4.60 -1.92 -0.47 0.000
H 4.64 -0.71 0.81 0.000
H 0.95 -3.21 1.99 0.000
H 1.23 -5.23 3.41 0.000
H 3.49 -6.12 3.83 0.000
H 5.47 -5.04 2.83 0.000
H 5.19 -3.07 1.39 0.000
S 3.32 -6.26 -0.63 -0.001
C 2.13 -5.19 -0.98 0.000
S 2.43 -3.76 -1.94 -0.001
C 0.83 -3.19 -1.60 -0.005
N 0.13 -3.98 -0.88 -0.005
N 0.83 -5.12 -0.57 -0.002
C 0.16 -6.05 0.29 0.000
C -0.75 -5.55 1.21 0.000
C -1.42 -6.43 2.05 0.000
C -1.18 -7.80 1.97 0.000
C -0.28 -8.28 1.03 0.000
C 0.39 -7.41 0.18 0.000
S 0.24 -1.60 -2.08 -0.042
H -0.95 -4.49 1.26 0.000
H -2.13 -6.05 2.77 0.000
H -1.70 -8.48 2.63 0.000
H -0.10 -9.35 0.94 0.000
H 1.08 -7.80 -0.56 0.000
```


# C21H42Cl2O13

A 6-piece molecular cluster, C21H42Cl2O13 overall in a non-equilibrium geometry (ωB97M-V/def2-TZVPD, the Open Molecules 2025 dataset).

Net charge: +1
HOMO energy (spin up / spin down) (eV): -12.946 / -12.946
⟨S²⟩: 0.756
E_LUMO (spin up / spin down) (eV): -3.8 / -9.7
Gap between HOMO and LUMO (spin up / spin down) (eV): 9.164 / 3.269
Multiplicity: 2

XYZ file:
```
78
Properties=species:S:1:pos:R:3:lowdin_spin:R:1
C -1.85 -2.23 4.26 0.000
Cl -1.19 -3.90 4.15 0.017
Cl -2.96 -2.07 5.75 0.004
H -1.11 -1.44 4.22 0.001
H -2.42 -2.11 3.34 0.000
C -3.56 1.90 -6.83 0.000
C -3.23 1.36 -5.43 0.000
O -2.48 2.34 -4.76 0.000
C -2.23 2.13 -3.40 0.000
O -2.52 1.12 -2.73 0.000
O -1.59 3.28 -2.93 0.000
C -1.33 3.39 -1.54 0.000
H -4.19 1.16 -7.31 0.000
H -2.67 2.11 -7.42 0.000
H -4.15 2.82 -6.81 0.000
H -2.60 0.47 -5.48 0.000
H -4.10 1.05 -4.85 0.000
H -1.09 4.41 -1.26 0.000
H -0.51 2.77 -1.20 0.000
H -2.17 3.16 -0.88 0.000
C -2.46 -2.05 -3.74 0.000
C -2.00 -3.48 -3.31 0.000
O -2.37 -3.77 -1.97 -0.001
C -2.60 -5.04 -1.60 -0.001
O -2.61 -6.05 -2.33 0.012
O -2.78 -5.08 -0.20 0.049
C -2.63 -3.99 0.69 0.024
H -1.91 -1.66 -4.59 0.000
H -2.26 -1.26 -3.03 0.000
H -3.55 -2.01 -3.74 0.000
H -0.91 -3.56 -3.28 0.000
H -2.32 -4.19 -4.07 0.000
H -1.61 -3.80 1.01 0.012
H -3.18 -4.11 1.63 0.004
H -3.02 -3.07 0.23 0.001
C 2.98 -2.39 5.13 0.000
C 3.73 -3.23 4.14 0.000
O 3.42 -2.97 2.81 0.000
C 3.99 -1.98 2.17 0.000
O 4.41 -0.93 2.66 0.002
O 3.73 -2.15 0.89 0.001
C 4.31 -1.23 -0.07 0.000
H 2.04 -2.90 5.35 0.000
H 2.80 -1.38 4.74 0.000
H 3.55 -2.26 6.05 0.000
H 3.57 -4.30 4.29 0.000
H 4.80 -3.10 4.32 0.000
H 3.88 -0.24 0.09 0.000
H 4.12 -1.54 -1.10 0.000
H 5.40 -1.29 -0.04 0.000
O -0.38 -1.73 1.46 0.655
C 0.53 -0.93 1.27 0.068
O 1.02 -0.56 0.10 0.052
C 0.51 -1.13 -1.12 0.004
C 0.74 -0.12 -2.28 0.004
C 1.19 -0.12 2.35 0.074
H -0.54 -1.35 -0.99 0.003
H 1.06 -2.05 -1.35 0.000
H 0.11 0.73 -2.01 0.000
H 0.32 -0.42 -3.24 0.002
H 1.76 0.15 -2.55 0.001
H 1.70 -0.83 3.01 0.000
H 0.51 0.47 2.98 0.000
H 1.81 0.67 1.93 0.013
O -0.51 3.87 1.32 0.000
C 0.27 4.10 2.28 0.000
O 1.36 4.93 2.27 0.000
C 1.75 5.55 1.04 0.000
C 2.73 6.66 1.30 0.000
C -0.08 3.56 3.59 0.000
H 0.91 5.78 0.38 0.000
H 2.31 4.86 0.41 0.000
H 2.97 7.25 0.42 0.000
H 3.68 6.28 1.66 0.000
H 2.26 7.41 1.93 0.000
H -1.01 3.00 3.60 0.000
H -0.20 4.45 4.22 0.000
H 0.61 2.82 4.00 0.000
```